79
Properties=species:S:1:pos:R:3:forces:R:3 method="wB97M-V/def2-TZVPD" total_energy_ha=-4789.17760 multiplicity=1 homo_lumo_gap_ev=6.291 total_charge=-1 homo_ev=-3.60
Hf -0.5017 0.4963 0.5945 0.009 0.036 -0.113
As 2.4648 1.8002 1.6407 0.035 0.099 0.014
S -0.8492 1.5801 2.6557 -0.014 0.031 0.097
S -1.4552 2.3422 -1.5480 0.014 -0.045 -0.052
O -0.6234 2.6500 -0.3606 0.043 -0.020 0.050
O -2.4586 3.3105 -1.9023 0.006 0.005 0.013
O -2.9821 -2.0030 3.3808 0.001 -0.020 -0.009
O -0.2790 -1.0056 -1.0014 0.018 0.012 0.052
O -0.6537 -1.6542 1.6770 0.023 -0.050 0.012
O -2.7851 -2.3789 0.0262 0.001 -0.090 -0.009
O -0.9776 -2.1632 -2.7872 0.046 -0.003 0.008
O -3.6018 -0.0895 1.3295 -0.010 0.015 -0.003
N -1.9283 0.8929 -1.2083 -0.039 0.046 -0.036
C 1.4037 2.0874 -5.0919 -0.002 0.014 -0.018
C -4.1309 -1.1870 3.4782 -0.016 0.007 -0.013
C 3.4160 -1.2102 1.2167 -0.002 0.026 0.015
C -0.3359 2.2764 -2.9287 -0.001 -0.016 0.006
C 3.4678 -2.2206 -1.3395 -0.013 0.015 -0.003
C 2.3388 1.9515 -6.2631 -0.001 -0.004 0.001
C -4.0684 0.0941 2.6460 0.011 -0.002 0.015
C 4.3073 -2.7770 -0.3799 0.013 -0.016 0.018
C -4.4659 -0.7660 0.4467 0.014 -0.021 -0.002
C 0.9270 1.7253 -2.7484 -0.010 -0.009 0.009
C 2.5760 -0.6026 0.2604 -0.007 -0.016 0.017
C 4.2710 -2.2575 0.9063 0.003 -0.004 -0.024
C -2.0823 -0.1096 -2.2451 0.049 -0.007 -0.025
C 2.5956 1.6723 3.5812 -0.010 -0.064 -0.008
C 1.7693 3.5748 1.3719 -0.009 -0.017 0.001
C -0.6650 -2.9068 0.9529 -0.026 0.021 0.002
C 1.7858 1.6358 -3.8301 -0.006 -0.003 0.019
C -0.7331 2.7427 -4.1708 -0.015 0.002 0.009
C 4.3317 2.0295 1.1407 0.013 -0.016 0.014
C -2.0785 -3.3863 0.7187 0.051 0.034 0.024
C -4.1446 -2.2485 0.3576 -0.040 0.056 0.009
C 1.6785 0.5169 0.5880 -0.081 -0.053 -0.051
C -1.8065 -1.3685 3.8587 0.021 0.015 0.000
C -1.0353 -1.2098 -2.0282 -0.127 0.035 -0.020
C 0.1396 2.6459 -5.2459 0.012 0.001 0.002
C 2.6317 -1.1611 -1.0321 0.009 -0.007 -0.019
C -0.5748 -1.8178 3.1050 -0.019 -0.002 0.025
H 1.2374 1.3813 -1.7640 0.014 0.008 -0.007
H 4.8730 1.0988 1.2975 0.012 0.010 -0.010
H -0.1557 -2.7283 0.0136 0.010 -0.001 0.001
H -1.9508 0.2865 -3.2561 -0.009 -0.001 0.004
H 2.4029 4.2838 1.9069 0.005 -0.006 0.003
H -1.6504 -1.6218 4.9182 0.010 -0.001 0.002
H -4.3497 -2.7441 1.3104 0.002 -0.003 -0.013
H 4.7846 2.8281 1.7283 -0.013 0.003 0.008
H -1.8684 -0.2864 3.7657 -0.008 -0.010 0.008
H -3.3810 0.8213 3.0785 -0.007 0.000 0.001
H -0.3625 -2.8694 3.3073 0.004 0.002 0.002
H 1.5816 1.5671 3.9638 -0.006 0.026 -0.001
H -4.3240 -0.3016 -0.5300 0.003 0.004 0.004
H -0.1082 -3.6516 1.5258 0.001 -0.001 -0.004
H 1.7672 3.7907 0.3051 0.001 -0.008 -0.001
H -4.7797 -2.7121 -0.4115 0.006 0.003 0.003
H 3.3494 2.2646 -5.9976 0.000 -0.001 0.000
H 4.9618 -3.6037 -0.6275 0.002 0.000 0.004
H 4.8979 -2.6820 1.6833 0.001 -0.002 0.001
H -3.0669 -0.5797 -2.2152 0.004 -0.009 0.007
H 2.0045 2.5525 -7.1087 -0.001 0.000 0.000
H -5.0758 0.5368 2.6405 -0.001 -0.001 -0.006
H 3.1947 0.8024 3.8495 0.018 0.013 -0.018
H -2.0379 -4.3107 0.1266 0.007 0.001 -0.001
H 1.9823 -0.7625 -1.7984 0.016 -0.007 0.005
H -4.9643 -1.8167 3.1582 0.000 0.002 0.004
H 4.3664 2.2838 0.0821 0.007 -0.002 -0.002
H 0.2601 -1.2079 3.4562 0.005 -0.002 -0.001
H -1.7144 3.1845 -4.2815 -0.001 -0.001 0.003
H 2.3949 0.9115 -6.5917 0.001 0.000 0.000
H 2.7696 1.2017 -3.6884 0.000 0.000 -0.003
H 0.7486 3.5969 1.7474 -0.001 0.012 -0.008
H 3.4619 -2.6186 -2.3481 -0.002 0.002 -0.001
H -5.5161 -0.6303 0.7396 -0.004 -0.004 -0.002
H 3.3708 -0.8591 2.2437 0.007 -0.014 -0.010
H 3.0652 2.5766 3.9701 -0.013 0.003 0.016
H -2.5657 -3.5938 1.6754 -0.013 -0.005 -0.017
H -4.3228 -0.8999 4.5230 -0.001 0.004 0.001
H -0.1681 3.0105 -6.2194 0.001 -0.001 -0.001